# 1
This record from the Open Molecules 2025 dataset describes C38H47BiN9O4S2Si as an isolated structure. The level of theory is ωB97M-V/def2-TZVPD.

* 2S+1: 1
* total charge: -1
* E_LUMO: 2.2 eV

Structure (XYZ):
```
102
Properties=species:S:1:pos:R:3:mulliken_charge:R:1
Bi 0.268 -0.125 -0.364 2.55
C 5.222 2.942 -3.828 -1.50
C 4.335 1.728 -3.592 0.02
N 4.342 1.315 -2.211 0.03
C 3.287 1.208 -1.362 0.09
S 1.729 1.778 -1.877 -0.68
N 3.604 0.678 -0.201 -1.00
N 2.582 0.612 0.702 0.07
C 2.846 0.068 1.833 0.55
C 4.124 -0.650 2.148 -1.57
C 1.827 0.169 2.908 0.66
C 1.541 -0.927 3.724 -0.14
C 0.629 -0.776 4.748 -0.80
C 0.035 0.464 4.937 -0.05
C 0.382 1.489 4.075 -0.59
N 1.260 1.360 3.085 -0.40
H 5.243 3.202 -4.889 0.43
H 4.852 3.801 -3.266 0.32
H 6.249 2.746 -3.512 0.32
H 3.304 1.950 -3.860 0.30
H 4.660 0.893 -4.222 0.04
H 5.205 0.963 -1.824 0.34
H 4.873 -0.426 1.395 0.46
H 4.495 -0.391 3.141 0.42
H 3.931 -1.727 2.131 0.17
H 1.999 -1.885 3.523 0.35
H 0.370 -1.617 5.381 0.40
H -0.693 0.630 5.720 0.37
H -0.074 2.469 4.179 0.40
O 1.986 -1.663 -5.753 -0.70
C 3.095 -1.774 -5.006 0.73
C 4.308 -1.964 -5.674 -0.72
C 5.486 -2.087 -4.965 -0.34
C 5.487 -2.027 -3.573 -1.09
C 4.289 -1.843 -2.909 -0.40
C 3.086 -1.714 -3.601 0.04
C 1.850 -1.479 -2.807 0.33
O 1.929 -1.435 -1.551 -0.44
N 0.722 -1.349 -3.510 -1.27
N -0.332 -1.144 -2.678 0.91
C -1.508 -1.196 -3.157 -1.30
C -2.644 -1.136 -2.231 0.89
C -3.939 -0.929 -2.689 -1.03
C -4.973 -0.915 -1.768 -0.60
C -4.683 -1.139 -0.433 -0.86
C -3.358 -1.352 -0.075 -0.56
N -2.358 -1.339 -0.941 0.48
H 1.225 -1.563 -5.115 0.57
H 4.292 -2.006 -6.755 0.42
H 6.417 -2.231 -5.502 0.35
H 6.412 -2.123 -3.019 0.43
H 4.249 -1.763 -1.830 0.52
H -1.677 -1.348 -4.222 0.31
H -4.119 -0.764 -3.743 0.48
H -5.992 -0.737 -2.090 0.41
H -5.455 -1.147 0.324 0.49
H -3.089 -1.542 0.954 0.66
C -2.945 5.367 -1.530 -1.08
C -1.838 4.881 -0.604 -0.64
N -2.314 4.018 0.467 0.23
C -2.844 4.661 1.666 -0.56
C -4.367 4.715 1.698 -1.01
C -2.317 2.668 0.364 0.28
S -1.861 1.937 -1.119 -0.42
N -2.793 2.026 1.442 -0.08
C -2.312 0.883 1.899 -1.10
O -1.213 0.345 1.645 0.37
C -3.146 0.222 2.972 0.86
C -2.677 -0.959 3.542 0.07
C -3.419 -1.608 4.517 -1.16
C -4.631 -1.075 4.938 -0.65
C -5.096 0.109 4.380 -0.71
C -4.355 0.755 3.400 -0.30
H -2.516 5.927 -2.363 0.44
H -3.652 6.020 -1.014 0.29
H -3.487 4.513 -1.936 0.24
H -1.330 5.727 -0.134 0.42
H -1.099 4.325 -1.175 0.22
H -2.428 5.669 1.693 0.44
H -2.479 4.126 2.542 0.23
H -4.763 5.348 0.903 0.32
H -4.710 5.113 2.655 0.35
H -4.772 3.712 1.577 0.19
H -1.727 -1.350 3.197 0.64
H -3.051 -2.533 4.945 0.44
H -5.211 -1.580 5.701 0.39
H -6.039 0.529 4.710 0.43
H -4.702 1.677 2.953 0.39
C 2.227 -4.204 1.085 -1.13
Si 0.512 -3.468 0.835 0.99
C -0.605 -4.112 2.214 -1.14
C -0.150 -4.146 -0.788 -0.93
O 0.579 -1.862 0.907 -1.04
H 2.231 -5.292 0.982 0.45
H 2.633 -3.957 2.070 0.28
H 2.898 -3.784 0.332 0.19
H -0.512 -5.193 2.351 0.47
H -1.653 -3.889 1.994 0.23
H -0.353 -3.626 3.161 0.16
H 0.003 -5.228 -0.838 0.50
H 0.371 -3.692 -1.633 0.01
H -1.217 -3.943 -0.907 0.18
```

=====

# 2
This record from the Open Molecules 2025 dataset describes a 2-piece molecular cluster, C9H14 overall at a distorted geometry. The level of theory is ωB97M-V/def2-TZVPD.

* 2S+1: 2
* total charge: -1
* E_LUMO (spin up / spin down): 4.0 / 4.0 eV
* <S²>: 0.762

Structure (XYZ):
```
23
Properties=species:S:1:pos:R:3:mulliken_charge:R:1
C 1.901 -1.426 0.023 -0.68
C 1.678 -1.505 1.541 -0.83
H 0.937 -1.442 -0.493 0.06
H 2.512 -0.589 -0.279 0.24
H 2.402 -2.323 -0.369 0.44
H 2.021 -2.457 1.942 0.30
H 2.198 -0.689 2.016 0.23
H 0.643 -1.330 1.838 0.19
C -0.045 0.810 -2.458 -1.33
C -1.664 -0.093 -0.822 -0.62
C -0.620 0.823 -1.055 1.13
C -2.231 -0.181 0.508 -0.51
C -0.320 1.826 -0.151 -0.58
C -1.819 0.743 1.466 -0.52
C -0.812 1.696 1.206 -0.63
H -1.961 -0.824 -1.569 0.16
H -2.982 -0.866 0.891 0.29
H 0.318 1.804 -2.733 0.33
H -0.752 0.387 -3.157 0.33
H 0.488 2.531 -0.333 0.22
H -2.343 0.749 2.420 0.27
H -0.382 2.206 2.069 0.30
H 0.834 0.152 -2.501 0.22
```

=====

# 3
This record from the Open Molecules 2025 dataset describes C20H24F4N3V as an isolated structure. The level of theory is ωB97M-V/def2-TZVPD.

* 2S+1: 1
* total charge: +2
* E_LUMO (spin up / spin down): -8.6 / -8.6 eV

Structure (XYZ):
```
52
Properties=species:S:1:pos:R:3:mulliken_charge:R:1
V 0.422 -0.030 -1.368 1.09
C 0.339 4.004 0.350 -1.28
C -0.177 2.586 0.192 -0.34
N 0.138 1.939 -1.125 0.38
C -0.806 2.213 -2.250 0.03
C -0.580 3.481 -3.052 -1.36
C 1.573 2.024 -1.537 -0.86
C 2.466 1.189 -0.598 -0.87
N 1.758 -0.062 -0.202 0.23
C 2.181 -0.703 0.978 -0.81
C 1.298 -0.894 2.037 0.55
F 0.050 -0.418 1.949 -0.36
C 1.719 -1.544 3.184 0.31
F 0.851 -1.709 4.174 -0.27
C 3.014 -2.010 3.301 -0.51
C 3.896 -1.816 2.253 0.25
F 5.140 -2.255 2.334 -0.26
C 3.488 -1.168 1.099 0.67
F 4.325 -0.996 0.076 -0.30
H -0.010 4.393 1.306 0.45
H 1.428 4.049 0.372 0.34
H -0.027 4.674 -0.426 0.24
H 0.225 1.933 0.966 0.08
H -1.263 2.547 0.280 0.25
H -0.726 1.341 -2.944 0.24
H -1.805 2.160 -1.824 0.25
H 0.422 3.536 -3.476 0.35
H -1.287 3.499 -3.881 0.44
H -0.759 4.367 -2.448 0.33
H 1.639 1.679 -2.584 0.45
H 1.931 3.052 -1.574 0.63
H 3.409 0.967 -1.098 0.56
H 2.676 1.753 0.313 0.41
H 3.336 -2.514 4.202 0.54
C 0.110 -3.603 0.108 -1.52
C -1.301 -3.108 0.173 1.07
C -2.300 -3.923 0.674 -0.85
C -3.609 -3.468 0.763 -0.72
C -3.964 -2.184 0.351 -0.96
C -3.018 -1.325 -0.161 0.80
C -3.378 0.053 -0.615 -0.91
C -1.680 -1.803 -0.247 0.41
N -0.728 -0.987 -0.739 -0.32
H 0.134 -4.621 -0.278 0.54
H 0.546 -3.629 1.110 0.27
H 0.753 -2.991 -0.522 0.19
H -2.056 -4.926 0.999 0.52
H -4.372 -4.125 1.159 0.43
H -4.993 -1.860 0.434 0.45
H -4.419 0.269 -0.388 0.49
H -3.242 0.163 -1.694 0.30
H -2.764 0.802 -0.107 -0.04
```

=====

# 4
This record from the Open Molecules 2025 dataset describes a 2-piece molecular cluster, C4H8NO2 overall at a distorted geometry. The level of theory is ωB97M-V/def2-TZVPD.

* 2S+1: 1
* total charge: +1
* E_LUMO: -3.5 eV

Structure (XYZ):
```
15
Properties=species:S:1:pos:R:3:mulliken_charge:R:1
C 4.189 -0.137 -0.010 0.61
C -0.343 -0.676 0.871 -0.29
C -0.785 1.541 -0.321 -1.24
C -0.848 0.546 0.774 0.01
N 0.534 -1.357 -0.257 -0.27
O 5.263 0.230 0.138 -0.28
O 3.057 -0.394 -0.079 -0.43
H -1.168 2.568 -0.218 0.34
H -1.487 1.275 -1.137 0.33
H 0.086 1.525 -0.804 0.37
H -1.611 0.734 1.477 0.37
H -0.358 -1.326 1.795 0.32
H 1.324 -0.708 -0.281 0.46
H -0.121 -1.434 -1.042 0.38
H 0.906 -2.236 0.010 0.33
```

=====

# 5
This record from the Open Molecules 2025 dataset describes an isolated molecule of C5H8O2 at a distorted geometry. The level of theory is ωB97M-V/def2-TZVPD.

* 2S+1: 1
* SMILES: C=CCCC(=O)O
* total charge: 0
* E_LUMO: 0.8 eV

Structure (XYZ):
```
15
Properties=species:S:1:pos:R:3:mulliken_charge:R:1
O 1.684 0.816 0.768 -0.54
C 0.898 0.116 1.340 0.55
O 1.255 -0.694 2.372 -0.46
C -0.550 -0.087 0.986 -0.58
C -0.964 0.725 -0.254 -0.52
C -0.781 0.004 -1.565 -0.17
C 0.356 -0.519 -1.969 -0.75
H 2.012 -0.301 2.841 0.35
H -1.216 0.206 1.795 0.37
H -0.600 -1.154 0.755 0.29
H -0.289 1.568 -0.269 0.30
H -2.021 0.975 -0.162 0.33
H -1.561 0.044 -2.317 0.32
H 1.331 -0.528 -1.494 0.23
H 0.448 -1.170 -2.829 0.27
```

=====

# 6
This record from the Open Molecules 2025 dataset describes a 2-piece molecular cluster, C5H8S overall at a distorted geometry. The level of theory is ωB97M-V/def2-TZVPD.

* 2S+1: 1
* SMILES: C=C1CC=CS1.[H][H]
* total charge: 0
* E_LUMO: 1.0 eV

Structure (XYZ):
```
14
Properties=species:S:1:pos:R:3:mulliken_charge:R:1
C -0.271 0.046 -1.422 -0.16
C 0.651 -0.216 0.965 0.37
C 0.775 0.898 -1.227 -0.46
C 1.528 0.715 0.085 -0.71
C 0.975 -0.476 2.189 -0.71
S -0.693 -0.946 0.047 -0.21
H -0.946 0.136 -2.243 0.41
H 0.958 1.741 -1.943 0.29
H -1.301 -2.779 -1.439 0.11
H 1.473 1.738 0.484 0.24
H 2.510 0.450 0.193 0.43
H 1.995 -0.210 2.438 0.23
H 0.290 -0.853 2.938 0.29
H -1.628 -2.247 -1.754 -0.13
```

=====

Record order is preserved below.
Energy above the lowest of the compared OMol25 structures with the same formula, charge and spin: 10.2; 9.2; 0.0; 22.3; 17.6; 62.5 kcal per mole